1.
Formula: C28H44CrN2O3S2Si
Source: the OMol25 dataset
Level of theory: ωB97M-V with the def2-TZVPD basis set

The geometry in XYZ format:
```
81
Properties=species:S:1:pos:R:3:forces:R:3
Cr 0.109238 -0.915020 0.109104 1.1 -0.1 -0.2
C 3.280002 -0.985119 0.156465 -0.2 0.1 -0.1
N 2.128413 -0.294372 -0.454828 0.3 0.1 0.0
C 2.320912 -0.337898 -1.919554 0.0 0.0 0.2
C 2.105807 1.124486 -0.000476 -0.2 -0.1 -0.2
C 0.861301 1.800195 -0.531132 0.0 -0.2 -0.1
C 0.865023 3.137289 -0.903726 0.0 0.1 0.0
C -0.293918 3.711369 -1.416315 0.0 0.0 0.0
C -1.436209 2.932401 -1.556162 0.1 0.0 0.0
C -1.419435 1.591658 -1.172904 0.0 0.0 0.0
C -0.277121 0.976343 -0.647758 0.0 0.5 -0.2
H 4.211721 -0.510882 -0.168578 0.1 0.0 0.0
H 3.280036 -2.027657 -0.147861 0.0 -0.1 0.0
H 3.209596 -0.951413 1.235994 -0.1 0.0 0.2
H 3.281736 0.116267 -2.186589 0.0 0.0 0.0
H 1.522289 0.192684 -2.426824 -0.1 0.0 0.0
H 2.323902 -1.374964 -2.237246 0.0 -0.1 0.0
H 3.023644 1.634769 -0.313891 0.1 0.0 0.0
H 2.095486 1.104870 1.089535 0.0 0.0 0.1
H 1.769442 3.735929 -0.806569 -0.1 -0.1 0.0
H -0.301302 4.755051 -1.714003 0.0 -0.1 0.0
H -2.339039 3.367992 -1.968626 0.0 0.0 0.0
H -2.335295 1.014333 -1.300082 0.1 0.0 0.0
S -3.965644 -0.631471 1.940005 -0.3 0.1 0.3
C -2.266083 -0.622612 1.748739 0.0 0.3 0.6
N -1.815625 -1.085012 0.641696 -1.3 -0.6 -0.7
C -2.873347 -1.535815 -0.170428 0.4 0.1 0.1
C -2.732380 -2.127635 -1.421662 0.1 0.0 0.0
C -3.865373 -2.518438 -2.096688 -0.1 0.0 0.0
C -5.141456 -2.332889 -1.537258 0.0 0.0 0.0
C -5.293509 -1.756346 -0.293453 0.0 0.0 0.0
C -4.136320 -1.361468 0.383343 -0.1 0.1 0.1
H -1.614803 -0.239575 2.527008 -0.1 0.0 -0.1
H -1.739734 -2.276706 -1.818763 0.1 -0.1 -0.1
H -3.776022 -2.984834 -3.071191 0.0 0.0 0.1
H -6.020404 -2.647537 -2.089247 0.1 0.0 0.0
H -6.277082 -1.617133 0.147007 0.2 0.0 -0.1
C 1.883890 -6.012015 2.978813 -0.1 0.1 0.0
C 2.222026 -5.989978 1.493070 -0.1 0.1 -0.2
C 3.500262 -5.185910 1.248585 -0.2 0.1 -0.1
C 2.410490 -7.412016 0.995675 0.1 -0.3 -0.1
O 1.118141 -5.475709 0.710806 0.2 0.1 0.4
Si 0.296130 -4.060092 0.520656 0.1 0.0 -0.2
S 0.786940 -2.522415 1.831677 0.0 -0.4 -0.1
O 0.564828 -3.502456 -1.047315 0.0 -0.3 -0.2
C 0.708052 -4.317175 -2.254664 -0.1 0.0 0.2
C 0.345196 -3.443529 -3.449547 -0.1 0.2 0.1
C -0.221998 -5.534698 -2.251688 0.0 0.0 0.3
C 2.159153 -4.769841 -2.359628 0.1 0.0 0.0
O -1.305263 -4.428574 0.440849 -0.1 -0.1 0.2
C -2.256053 -5.103673 1.279070 0.1 0.0 -0.1
C -3.573000 -5.026385 0.523827 -0.2 0.1 -0.1
C -2.385317 -4.403320 2.622943 0.1 0.2 0.1
C -1.854598 -6.563099 1.474862 0.1 -0.1 -0.1
H 2.754456 -6.354163 3.549530 -0.1 0.0 -0.1
H 1.053918 -6.696824 3.177908 0.1 0.1 0.0
H 1.615413 -5.013009 3.325868 0.0 0.0 0.0
H 4.345122 -5.678899 1.739606 -0.1 0.1 0.0
H 3.399912 -4.175738 1.647847 0.0 0.0 0.0
H 3.710828 -5.126978 0.177018 0.0 0.0 0.1
H 3.190409 -7.915681 1.577422 -0.1 0.0 -0.1
H 2.708335 -7.411230 -0.058108 0.0 0.0 0.1
H 1.476769 -7.975308 1.094117 0.1 0.1 0.0
H -0.725137 -3.217504 -3.456847 0.1 0.0 0.0
H 0.578656 -3.973751 -4.373900 0.0 0.0 0.0
H 0.895318 -2.501913 -3.443031 0.0 0.0 0.0
H -1.250817 -5.225157 -2.044828 0.1 0.0 -0.1
H 0.077350 -6.264174 -1.489349 -0.1 0.2 -0.1
H -0.186233 -6.018760 -3.231180 0.0 0.0 0.1
H 2.836283 -3.912846 -2.284928 -0.1 -0.1 0.0
H 2.331699 -5.265276 -3.319925 0.0 0.0 0.1
H 2.392862 -5.471317 -1.556781 0.0 0.1 -0.1
H -3.891781 -3.981844 0.413754 0.1 -0.3 0.0
H -4.351739 -5.578164 1.061764 0.1 0.1 -0.1
H -3.458485 -5.460678 -0.475949 0.0 0.1 0.1
H -2.651658 -3.352619 2.470592 0.0 -0.1 0.0
H -1.441111 -4.432912 3.175006 -0.1 0.0 0.0
H -3.166717 -4.881293 3.221990 0.1 0.0 0.0
H -1.719864 -7.049058 0.502111 0.0 0.0 0.1
H -2.631568 -7.096674 2.032479 0.1 0.1 -0.1
H -0.913050 -6.637179 2.024839 -0.1 0.0 -0.1
```
Forces are in eV/Å.

## Properties
gap between HOMO and LUMO (spin up / spin down): 0.2910 / 0.3084 hartree
energy relative to the best compared isomer or geometry (same formula, charge and spin): 0.000 eV
spin multiplicity: 5
highest occupied orbital energy (spin up / spin down): -7.53 / -8.07 eV

2.
Formula: C28H44Ge2N2OTi
Source: the OMol25 dataset
Level of theory: ωB97M-V with the def2-TZVPD basis set

The geometry in XYZ format:
```
78
Properties=species:S:1:pos:R:3:forces:R:3
Ti -0.137053 0.001589 0.591598 -1.2 -0.7 0.4
C 4.626447 -0.307822 1.865142 0.0 0.0 0.1
C 3.166311 -0.727533 1.654865 0.1 0.0 0.1
Ge 2.366436 0.102295 0.043747 0.0 0.4 0.1
C 2.988990 -0.801638 -1.575021 0.1 -0.1 -0.3
C 4.424941 -0.420737 -1.956078 0.0 -0.1 -0.1
C 2.917414 1.952525 0.014915 0.4 -0.1 -0.1
C 2.070318 2.983008 0.055755 0.2 0.6 0.0
Ge 0.178521 2.513983 0.049268 0.2 -0.1 0.0
C -0.909355 3.136820 1.571483 -0.1 0.1 0.1
C -1.136522 4.648544 1.699167 -0.1 0.0 0.1
C -0.746371 2.774004 -1.659824 -0.1 0.1 -0.2
C -0.866221 4.197375 -2.218038 0.0 0.0 0.0
C 2.528084 4.407336 0.092933 0.1 -0.2 0.1
C 1.615865 5.454954 0.026111 0.0 0.1 -0.1
C 2.024613 6.782537 0.058149 0.0 -0.1 0.0
C 3.370741 7.084534 0.168053 0.0 0.0 0.0
C 4.299318 6.052933 0.250525 0.0 0.0 0.0
C 3.883027 4.734532 0.217256 0.0 0.0 0.0
H 5.024096 -0.738885 2.785655 0.0 0.0 0.0
H 4.717961 0.775702 1.950082 0.0 0.0 0.0
H 5.275589 -0.629614 1.051207 0.0 0.0 0.0
H 2.566634 -0.416135 2.511567 0.0 0.0 0.1
H 3.086371 -1.817685 1.596790 0.1 0.0 0.0
H 2.308290 -0.534818 -2.388591 0.0 0.0 -0.1
H 2.907700 -1.887093 -1.437027 0.1 0.0 0.0
H 4.523949 0.656745 -2.091662 0.0 0.0 0.0
H 4.720268 -0.892986 -2.894120 0.0 0.0 0.0
H 5.146487 -0.724594 -1.198478 0.0 0.0 0.0
H 3.987171 2.150278 -0.025797 0.0 0.0 0.0
H -0.447037 2.744168 2.477171 0.0 0.0 0.1
H -1.877099 2.628354 1.480264 0.0 0.0 0.0
H -0.202302 5.176793 1.881166 -0.1 0.0 0.1
H -1.802637 4.862305 2.536709 0.0 0.0 0.0
H -1.594416 5.077893 0.807626 0.0 0.0 0.0
H -1.747412 2.351012 -1.518114 -0.1 0.0 -0.1
H -0.238736 2.137062 -2.389419 0.0 0.0 0.0
H -1.372600 4.869217 -1.524387 0.0 0.0 0.0
H -1.440104 4.201517 -3.145843 0.0 0.0 0.0
H 0.111992 4.620771 -2.438319 0.1 0.0 0.0
H 0.558175 5.250541 -0.053975 0.0 -0.1 -0.1
H 1.291180 7.576414 0.000254 0.0 0.0 0.0
H 3.698108 8.115389 0.197702 0.0 0.0 0.0
H 5.352990 6.280106 0.346385 0.0 0.0 0.0
H 4.630176 3.956238 0.297060 0.0 0.0 0.0
O -2.304943 -0.036995 0.006806 0.3 0.0 0.1
H -2.759797 0.174969 0.836655 -0.1 0.0 0.0
H -2.873812 0.266229 -0.713307 0.1 0.1 0.0
N 0.395089 -5.089483 -0.561630 0.0 0.1 0.0
C 0.144783 -4.616289 0.853245 0.0 -0.2 -0.2
C 0.440001 -3.134517 0.948981 0.0 0.1 -0.1
N -0.342480 -2.330283 -0.013989 0.2 0.2 -0.2
C -0.113766 -2.815625 -1.389149 0.0 0.2 0.0
C -0.408146 -4.293245 -1.562993 0.0 -0.2 0.1
H 0.172230 -6.082778 -0.646120 0.0 0.0 0.0
H 1.391396 -5.003066 -0.777657 0.0 0.0 0.0
H 0.782587 -5.199561 1.513973 0.0 0.0 0.0
H -0.897587 -4.848690 1.069272 0.0 0.0 0.0
H 1.497787 -2.947282 0.749622 0.0 0.0 0.0
H 0.238921 -2.788508 1.961086 0.0 0.0 0.0
H -1.333613 -2.394617 0.214664 0.0 -0.1 0.0
H 0.925302 -2.597868 -1.645931 0.0 0.0 0.0
H -0.734850 -2.260913 -2.090775 0.0 0.0 0.0
H -0.142646 -4.643546 -2.558193 0.0 0.0 0.0
H -1.452874 -4.533836 -1.369302 0.0 0.0 0.0
C -0.464697 -0.248880 2.544840 0.1 0.1 0.1
C -0.322570 -0.123969 3.758160 0.1 0.0 0.0
C -0.140803 0.041214 5.162598 -0.1 0.0 -0.1
C 0.921457 -0.600396 5.808939 0.0 0.0 0.0
C 1.104667 -0.419849 7.167646 0.0 0.0 0.0
C 0.233183 0.394530 7.881994 0.0 0.0 0.0
C -0.822898 1.034320 7.243844 0.0 0.0 0.0
C -1.013902 0.862513 5.884373 0.0 0.0 0.0
H 1.598141 -1.224722 5.240094 0.0 0.0 0.0
H 1.926508 -0.908970 7.672861 0.0 0.0 0.0
H 0.380054 0.533420 8.945080 0.0 0.0 0.0
H -1.493656 1.668249 7.807695 0.0 0.0 0.0
H -1.829611 1.357832 5.374643 0.0 0.0 0.0
```
Forces are in eV/Å.

## Properties
gap between HOMO and LUMO (spin up / spin down): 0.2383 / 0.2387 hartree
energy relative to the best compared isomer or geometry (same formula, charge and spin): 0.242 eV
charge: +2
highest occupied orbital energy (spin up / spin down): -12.41 / -12.41 eV

3.
Formula: C28H44NO3
Source: the OMol25 dataset
Level of theory: ωB97M-V with the def2-TZVPD basis set

The geometry in XYZ format:
```
76
Properties=species:S:1:pos:R:3:forces:R:3
C -0.896446 -9.446795 1.814361 -0.2 -0.3 0.3
C -1.516512 -8.006060 1.615814 0.0 -0.2 -0.1
C -1.053713 -7.279055 0.277277 1.0 -0.2 0.6
C -0.498959 -5.829269 0.603392 0.1 -0.4 0.5
C -1.616133 -4.776386 0.956770 -0.3 -0.2 -0.1
C -2.377603 -4.163126 -0.286491 0.2 -1.0 0.3
C -1.458182 -3.451008 -1.350904 -0.4 0.5 0.0
C -1.291687 -1.905306 -1.115709 -0.2 1.6 0.7
C -1.610242 -1.273164 0.147866 1.0 0.4 -2.7
C -1.391824 0.193609 0.282726 -0.2 0.7 0.9
C -1.676672 0.872179 1.561653 0.8 -0.4 -2.4
N -1.484550 2.226798 1.710395 -0.1 -1.0 -0.6
C -1.053094 3.087717 0.696851 0.6 -1.0 -2.7
C -0.851412 4.637778 0.914252 0.3 -0.2 0.2
C -1.467083 5.512218 -0.246972 0.1 0.2 0.5
C -1.286698 5.120540 2.357345 1.7 0.6 -0.1
C -0.089602 4.801187 3.385031 -1.4 -0.9 0.0
C -0.700626 4.397377 4.804668 0.6 -0.3 -0.3
C -0.743458 2.497943 -0.615643 -1.0 -0.3 2.9
C -0.889387 1.037223 -0.838247 0.1 0.2 -0.4
C -0.548402 0.410214 -2.142075 -0.7 -2.4 0.3
C 0.026027 1.147453 -3.393199 0.4 -0.7 0.0
C 1.187010 2.180540 -3.086661 -0.6 0.2 -0.2
C 2.416338 2.106041 -4.067467 -0.3 1.2 0.0
C 3.445248 3.239182 -3.605563 -0.8 -0.5 0.8
C 4.239605 2.792680 -2.294371 0.6 0.7 -2.2
O 3.555875 3.204598 -1.088346 0.3 -1.0 1.3
C 4.119995 2.611799 0.033946 0.5 -0.8 1.0
C 3.447137 2.753759 1.456740 -0.2 0.8 -0.5
O 5.120265 1.930126 -0.016834 -0.9 0.7 -0.5
C -0.776330 -1.042993 -2.260120 -0.1 1.1 2.0
O -0.531317 -1.730939 -3.452727 0.2 0.9 1.2
H -0.699801 -9.993897 0.852683 -0.3 0.7 0.8
H 0.074831 -9.430968 2.393558 -1.0 0.1 -0.7
H -1.619414 -10.080856 2.402372 0.8 0.6 -0.5
H -2.637753 -8.095215 1.646228 1.1 0.2 0.0
H -1.186808 -7.387183 2.504453 -0.6 -0.6 -1.0
H -0.181561 -7.889586 -0.113052 -0.9 0.8 0.3
H -1.833487 -7.300362 -0.528366 0.6 0.2 0.8
H 0.218180 -5.505513 -0.199930 -0.8 -0.1 0.7
H 0.130929 -5.949744 1.538473 -0.6 0.1 -1.1
H -1.212725 -3.951913 1.611234 -0.2 -0.8 -0.7
H -2.379842 -5.319172 1.595602 0.8 0.6 -0.7
H -2.898161 -5.029255 -0.797745 0.6 1.0 0.4
H -3.210132 -3.514170 0.110367 0.9 -0.4 -0.7
H -1.903109 -3.674527 -2.366236 0.6 0.7 1.0
H -0.415727 -3.889785 -1.392797 -1.1 0.3 0.2
H -2.015881 -1.895618 0.977500 0.4 0.8 -0.7
H -2.022401 0.242386 2.412714 0.3 1.0 -0.6
H -1.683140 2.600418 2.646990 0.2 0.1 -0.6
H 0.271870 4.789785 0.863233 -1.2 -0.2 0.1
H -1.178304 6.587096 -0.053895 -0.4 -1.2 -0.1
H -1.043782 5.262722 -1.257585 -0.6 0.1 1.0
H -2.584895 5.440200 -0.208788 1.0 0.0 -0.4
H -2.249768 4.668545 2.713780 0.8 0.5 -0.4
H -1.357801 6.248206 2.334445 -0.5 -1.3 -0.1
H 0.468457 3.925366 2.932156 -0.4 0.8 0.8
H 0.638577 5.646497 3.467613 -0.8 -0.7 -0.1
H -0.711782 5.260209 5.529710 0.0 -1.0 -0.8
H -0.074408 3.549585 5.208580 -0.7 1.0 0.0
H -1.762817 4.016827 4.707835 1.1 0.4 0.1
H -0.403804 3.232346 -1.388461 -0.4 -1.2 0.8
H -0.817927 1.576571 -4.010812 0.9 -0.2 0.8
H 0.477162 0.342586 -4.049219 -0.7 0.8 0.7
H 0.738291 3.217221 -3.180684 0.7 -1.0 0.1
H 1.526490 2.083477 -2.022013 -0.2 0.0 -1.0
H 2.048877 2.375312 -5.104276 0.4 -0.5 1.0
H 2.883156 1.086424 -4.110783 -0.4 0.9 0.2
H 2.798490 4.128353 -3.332128 1.0 -0.7 -0.5
H 4.153588 3.526058 -4.436140 -0.7 -0.4 1.0
H 4.354665 1.678074 -2.370744 0.1 1.1 0.6
H 5.234995 3.325845 -2.340146 -0.9 -0.9 0.3
H 2.641558 3.539493 1.475091 0.6 -0.9 0.0
H 4.240887 3.053320 2.196971 -0.7 -0.3 -1.0
H 3.066522 1.752988 1.811537 0.3 1.0 -0.7
H 0.370138 -2.105004 -3.427080 -0.5 0.1 0.0
```
Forces are in eV/Å.

## Properties
gap between HOMO and LUMO: 0.2795 hartree
SMILES string: CCCCCCCc1cc2c[nH+]c([C@@H](C)CCC)cc2c(CCCCCOC(C)=O)c1O
charge: +1
highest occupied orbital energy: -11.63 eV

Ordered DFT total energy results: -96849.22393, -170906.76866, -37373.91290; unit eV.
Ordered max |F| results: 1.60, 1.43, 3.07; unit eV/Å.